Below is 14 unconnected molecules or ions with the total composition C56H112O28S6 at a distorted geometry, with properties calculated with ωB97M-V with the def2-TZVPD basis set.

Output
* orbital gap: 9.6 eV
* energy above the lowest of the compared OMol25 structures with the same formula, charge and spin: 14.9 kcal per mole
* maximum force: 3.5 eV/Å
* calculated total energy: -6696.77662 hartree
* LUMO level: -0.0078 eV
* E_HOMO: -9.630 eV

Structure (ORCA input):
```
! wB97M-V def2-TZVPD RIJCOSX def2/J DEFGRID3
* xyz 0 1
H 6.648 2.301 -1.613
O 3.410 -4.822 4.521
H -2.000 2.157 8.365
H -5.653 0.759 -2.521
C 2.977 3.716 -4.257
H -1.875 0.859 -1.100
H 8.004 0.357 -1.981
H -2.741 -3.849 0.667
H 0.814 -3.388 3.251
C 3.992 -1.111 5.090
O -1.398 -3.939 -1.551
C 6.998 1.743 -0.744
O -0.504 -2.975 5.358
C 3.296 4.549 5.582
C 0.945 -2.060 -4.149
H -6.812 2.825 -0.729
C 0.393 -4.477 3.333
H -0.041 1.665 2.278
H 4.214 5.952 4.223
O -0.944 5.321 -0.430
C 1.715 -2.670 -7.798
H -3.882 1.379 -5.947
O 0.936 -4.663 -1.282
H 1.171 6.543 -0.230
H 0.820 1.965 4.427
H 1.653 1.407 5.810
H -1.277 7.259 4.043
H 2.923 1.989 -6.366
H 4.321 -1.153 0.003
O 0.113 5.380 5.279
H 2.273 4.195 5.732
C 3.461 2.703 1.576
O -5.829 -4.378 -0.084
H 1.938 3.967 -4.603
H -2.136 1.093 -6.137
H -2.005 3.918 -2.129
H -0.522 -1.414 -1.009
H -0.710 2.640 9.489
C -1.604 5.134 -3.940
H -4.461 -1.471 -3.402
H 3.732 0.229 -4.967
H 0.676 -5.700 -3.521
H 2.540 -2.640 5.699
H 4.019 3.722 5.599
H 3.245 4.394 -3.448
C -0.371 -5.444 -3.428
H 3.515 5.222 6.387
C -3.384 -3.217 -4.139
H -2.707 -1.699 -2.820
H -0.354 -6.841 -0.148
H -1.507 -8.363 -2.029
C -1.588 3.781 3.964
O -0.243 2.164 6.246
H 0.909 -4.826 4.235
O 5.648 0.283 -2.447
S -1.343 5.167 5.103
C -4.603 -4.875 0.019
H -2.818 2.378 -5.032
H -7.208 0.657 -1.732
C -0.981 -6.543 -0.946
O 1.021 1.643 8.058
H -0.923 -7.467 -4.334
H -3.622 -3.962 -3.401
C 4.381 -2.586 3.164
C 0.669 1.401 5.358
H -4.728 -0.295 1.330
H -1.452 5.912 2.037
C 4.121 -0.678 -0.964
H -1.620 6.140 -3.579
H -0.646 3.597 3.366
S -0.297 -0.552 1.138
O -2.218 5.071 6.257
H 0.246 -0.693 5.940
H -4.625 -0.468 -0.894
C 3.999 3.683 -5.403
C -1.176 4.034 -2.883
O 1.507 1.519 -4.092
H -6.180 -5.788 -1.561
H -5.117 2.777 -1.390
C -1.171 -6.756 -3.492
H -0.423 1.214 -1.996
H -3.622 -4.809 1.794
O 0.921 -1.068 1.731
O -1.518 -1.292 1.451
C -5.574 0.184 0.861
C 0.006 2.068 7.586
C -3.419 -1.788 -3.648
C 1.237 -2.876 -5.363
H 8.505 0.229 -0.285
H -2.609 4.945 -4.244
H 3.785 -3.029 2.293
H -1.067 3.082 -3.400
C -6.959 -3.973 -2.253
C -0.381 1.806 0.072
C -5.896 2.224 -0.885
H -1.291 3.613 8.025
C 2.877 3.620 2.568
C -6.143 0.868 -1.532
C -2.920 1.413 -5.456
H 3.125 -2.151 -9.306
O -5.479 2.739 1.853
H -0.861 2.723 -0.088
S 4.326 -3.676 4.613
O -1.052 -4.311 3.589
O 1.677 3.788 2.769
C 0.189 0.020 5.107
H -3.589 3.993 3.268
H 0.998 -0.362 -0.819
C -3.128 0.456 -4.300
H 0.865 -2.213 -8.298
H -2.326 3.718 1.953
H -1.669 1.260 1.703
H -4.127 -3.292 -4.947
H 4.992 1.250 -4.194
H -3.185 6.321 2.218
C -2.005 6.449 4.029
C 0.557 -5.348 2.038
O 3.770 4.301 3.230
H -0.532 -4.540 -4.001
C -0.103 -0.459 -0.612
H 3.788 -2.995 -7.921
H 5.412 -2.481 2.924
H 1.703 4.857 0.079
C -0.831 -7.490 -2.170
C 3.381 5.218 4.233
H -0.867 -0.037 4.751
C 3.904 2.223 -5.987
H 0.669 2.008 -0.078
O 5.690 -4.019 4.990
C 4.026 1.281 -4.712
H -2.892 -2.239 3.732
C -0.810 0.862 -1.026
H 2.661 -1.259 3.395
H 1.547 -3.765 -7.838
H 0.752 -0.434 4.224
H -2.253 -6.600 -3.626
H 1.585 -5.687 1.889
C 3.045 -2.252 -8.246
H 3.609 4.443 -6.110
H 0.202 -4.730 1.204
C -0.613 1.202 1.432
C -2.327 5.795 2.663
O 1.320 -4.085 -5.329
H 4.137 1.988 2.041
H -1.789 2.881 4.518
S -5.062 1.933 0.690
H 4.178 -1.547 -1.607
H -6.093 -3.726 -2.910
O -2.944 -0.837 -4.641
H 3.310 -1.324 -7.729
H 5.016 3.929 -5.069
O -4.290 -5.831 -0.607
H 4.029 -2.603 6.674
H 7.147 2.475 0.052
C 8.186 0.874 -1.099
O 0.021 4.246 -2.189
H -0.917 5.105 -4.794
H -2.397 -3.534 -4.515
H 9.061 1.577 -1.221
H -2.023 -6.449 -0.583
H 2.453 5.743 4.042
H 4.166 3.147 0.842
H 1.279 -2.639 -3.288
H 3.385 -0.345 5.484
H 4.690 1.938 -6.727
C -1.042 2.659 8.432
H 3.075 -0.266 -0.959
C -1.318 -3.410 4.565
H 2.689 2.154 1.045
H -0.131 -1.934 -4.016
S -0.411 -4.997 -1.702
H 2.144 5.622 -1.500
H -7.579 -5.258 -0.632
O 3.157 1.947 -2.249
O 1.548 -2.164 -6.473
H -6.393 0.109 1.499
H 0.187 -7.883 -2.247
H -2.730 -2.216 5.493
H -7.318 -2.985 -1.922
H -6.258 -1.205 -0.649
O -3.526 0.793 -3.219
C -3.755 -4.064 1.050
C 3.614 -2.404 5.685
C -2.603 4.267 2.888
C -5.656 -0.275 -0.609
O -3.623 1.893 0.439
H -7.689 -4.394 -2.943
H -4.220 -3.212 1.411
C -2.744 -2.839 4.631
O 5.808 0.951 -0.314
H 4.243 -0.433 3.011
C -6.678 -4.907 -1.140
C 0.049 5.036 -1.082
H -0.150 -6.194 2.012
C 3.737 -1.217 3.553
H 1.397 -1.090 -4.263
H 5.046 -0.850 5.337
H -2.988 6.827 4.496
H -3.491 -3.615 4.805
C 1.397 5.597 -0.688
S 2.803 2.058 -3.649
C 5.249 0.199 -1.331
*
```

---

Below is 10 unconnected molecules or ions with the total composition C36H65N5O15 at a distorted geometry, with properties calculated with ωB97M-V with the def2-TZVPD basis set.

Output
* orbital gap: 9.6 eV
* SMILES: C[C@H]1COC(=O)O1.COC(=O)OC.COC(=O)OC.COC(=O)OC.COC(=O)OC.CCCC#N.CCCC#N.CCCC#N.CCCC#N.CCCC#N
* energy above the lowest of the compared OMol25 structures with the same formula, charge and spin: 0.0 kcal per mole
* maximum force: 9.0 eV/Å
* calculated total energy: -2812.83633 hartree
* LUMO level: 0.0134 eV
* E_HOMO: -9.611 eV

Structure (ORCA input):
```
! wB97M-V def2-TZVPD RIJCOSX def2/J DEFGRID3
* xyz 0 1
H -3.885 0.639 0.480
H -2.511 3.694 2.640
H -2.943 0.970 -5.415
C 1.888 -3.100 8.546
H -2.244 -4.825 -3.840
C 0.919 -4.400 0.034
O -1.009 1.920 4.112
N 2.952 -1.890 0.860
O -2.621 2.848 -4.608
H 0.196 6.645 -2.679
C 3.208 -2.462 3.952
C -0.046 -4.115 1.182
H -0.055 -0.443 -1.834
O -2.443 1.192 -2.822
H -4.835 -0.718 -0.067
H -0.043 5.195 -0.940
H -3.002 -2.380 0.255
H -3.899 2.875 2.001
C 0.595 4.796 -1.668
H -4.435 -1.920 2.210
H 1.319 -0.586 2.464
H -2.273 -5.180 -2.081
C -1.240 1.325 2.861
O -2.684 3.586 -2.441
H 0.854 -3.439 8.366
C 0.084 5.567 -2.884
C -2.079 -2.100 -3.605
O 2.792 -3.277 7.453
O 2.620 -1.776 -3.890
H -1.148 -2.460 -4.012
O 3.293 -3.057 5.227
C 1.889 -0.707 -4.183
H 2.777 -0.178 -1.629
H -3.536 -0.502 2.666
O 1.404 -1.770 6.002
C 0.663 4.150 1.991
H 1.928 -4.321 0.335
H 0.407 3.738 -1.761
O 0.584 -0.810 -4.696
H -1.011 -4.008 0.732
H 2.915 -1.399 3.982
C 0.538 -0.173 3.113
H 1.751 -2.089 8.846
C -2.530 -2.369 2.952
C 0.075 -0.174 -0.810
H -1.291 1.555 -5.600
N -3.671 -1.628 -5.627
H 1.104 1.698 -5.008
H 1.074 1.701 -0.906
H -3.376 2.565 3.572
C 1.257 0.771 -0.414
H -3.494 -2.926 -2.407
H 0.754 -3.648 -0.655
H -0.864 0.281 -0.569
H 4.092 -2.483 3.370
C 0.895 5.192 -4.025
C -2.943 -1.401 0.738
C 1.992 5.134 -1.386
H -3.587 2.583 -0.872
C 1.912 -3.050 -3.943
C -2.406 -3.085 -2.532
C 2.116 3.970 2.578
O 2.359 0.489 -3.888
H -1.800 -1.134 -3.151
C -1.951 -4.490 -2.842
C 2.624 0.167 -0.630
H 2.405 4.714 -0.464
H 1.495 -3.120 -4.939
C -2.342 1.835 -5.579
H 0.031 -1.096 -0.298
H 0.655 4.757 1.221
N 2.620 -6.156 -2.552
N 1.488 4.921 -5.000
H 2.301 -3.656 9.407
C -3.783 -0.344 -0.062
O -2.234 1.702 2.087
H 2.133 6.208 -1.326
C -3.453 -1.510 2.182
C 1.517 1.628 -4.001
C -2.569 2.524 -3.304
H -0.041 4.570 2.738
H 2.454 4.082 4.758
O -0.499 0.379 2.355
N -1.827 -3.073 3.544
H 0.187 -3.144 1.569
C -2.960 -1.848 -4.749
H -1.020 5.408 -3.154
H 1.148 -3.272 -3.272
C 2.517 -2.715 6.232
H 2.693 4.935 2.462
O 2.735 2.833 1.872
H 0.126 -0.999 3.723
H 2.721 4.744 -2.100
H -1.985 -2.753 -1.637
C 0.845 -5.817 -0.620
H 1.266 1.018 0.680
H -1.855 -1.234 0.775
H 2.629 -3.877 -3.771
H 3.439 0.809 -0.328
H -0.082 -4.854 1.965
H 2.030 2.514 -3.672
C -3.024 2.753 2.560
H 0.980 -6.601 0.104
H 1.050 0.506 3.750
H 0.694 1.614 -3.298
C -2.873 3.341 -1.070
H 1.119 3.045 4.303
H -0.102 -5.970 -1.150
H -1.972 2.991 -0.594
H -2.588 2.129 -6.598
C 2.111 3.345 4.011
H -3.251 4.201 -0.536
O 3.975 1.028 2.476
C 1.865 -5.990 -1.722
O 2.874 2.183 3.956
C 3.277 2.000 2.727
H 0.236 3.225 1.634
H 2.441 -2.963 3.274
H -3.533 -0.187 -1.085
C 2.815 -0.978 0.228
H -0.853 -4.557 -2.915
*
```